Entry from the OMol25 dataset: one molecule with the formula C27H28N2O4S (the ωB97M-V functional and the def2-TZVPD basis).

Geometry (Å):
O1 0.43 -1.61 1.62
C1 0.71 -1.53 0.44
N1 0.77 -2.58 -0.39
C2 0.44 -3.94 0.01
C3 1.57 -4.91 -0.36
C4 1.12 -5.54 -1.67
C5 -0.38 -5.73 -1.46
C6 -0.81 -4.44 -0.74
C7 1.06 -0.21 -0.27
C8 0.05 0.13 -1.34
C9 0.44 0.91 -2.42
C10 -0.48 1.28 -3.39
C11 -1.80 0.86 -3.28
C12 -2.19 0.07 -2.22
C13 -1.27 -0.29 -1.25
N2 1.21 0.87 0.70
C14 0.00 1.36 1.32
C15 -0.76 2.34 0.45
C16 -0.08 3.25 -0.35
C17 -0.76 4.13 -1.19
C18 -2.13 4.08 -1.19
C19 -2.81 3.18 -0.37
C20 -2.15 2.30 0.46
O2 -4.16 3.32 -0.57
C21 -4.30 4.34 -1.54
O3 -3.03 4.81 -1.92
C22 2.46 1.33 0.92
O4 3.42 0.92 0.30
C23 2.62 2.38 2.02
C24 2.35 1.80 3.36
C25 2.54 0.52 3.78
C26 2.19 0.32 5.13
C27 1.73 1.45 5.73
S1 1.72 2.79 4.65
H1 1.00 -2.44 -1.36
H2 0.28 -3.89 1.09
H3 2.53 -4.40 -0.44
H4 1.65 -5.68 0.41
H5 1.63 -6.48 -1.88
H6 1.30 -4.86 -2.51
H7 -0.56 -6.59 -0.82
H8 -0.93 -5.88 -2.39
H9 -1.12 -3.69 -1.47
H10 -1.65 -4.62 -0.07
H11 2.05 -0.32 -0.72
H12 1.46 1.23 -2.50
H13 -0.17 1.89 -4.22
H14 -2.52 1.15 -4.04
H15 -3.22 -0.25 -2.13
H16 -1.59 -0.90 -0.41
H17 -0.63 0.50 1.55
H18 0.25 1.83 2.28
H19 0.99 3.25 -0.35
H20 -0.23 4.83 -1.82
H21 -2.70 1.61 1.08
H22 -4.89 5.17 -1.11
H23 -4.83 3.94 -2.42
H24 3.67 2.72 1.96
H25 1.98 3.25 1.84
H26 2.92 -0.26 3.14
H27 2.27 -0.63 5.64
H28 1.39 1.59 6.73

Relative energy (zero: lowest compared OMol25 entry of this formula, charge and spin)   6.3 kJ/mol
M   476.60 u
Calculated total energy   -1854.35266 a.u.
LUMO energy   0.67 eV
Frontier orbital gap   0.3148 Eh
SMILES   O=C(NC1CCCC1)[C@@H](c1ccccc1)N(Cc1ccc2c(c1)OCO2)C(=O)Cc1cccs1

---

Entry from the OMol25 dataset: C27H28N3S4Ti as an isolated structure (the ωB97M-V functional and the def2-TZVPD basis).

Geometry (Å):
Ti1 -0.37 0.39 -0.66
C1 2.23 0.84 1.10
N1 1.95 0.56 -0.32
C2 2.54 -0.75 -0.69
C3 1.53 -1.88 -0.80
N2 0.39 -1.51 -1.65
C4 0.81 -1.34 -3.06
C5 -0.64 -2.54 -1.64
C6 -0.32 -3.89 -1.66
C7 -1.30 -4.87 -1.74
C8 -2.63 -4.49 -1.82
C9 -2.96 -3.15 -1.82
C10 -1.99 -2.15 -1.73
S1 -2.44 -0.47 -1.75
C11 2.52 1.61 -1.17
C12 3.85 1.98 -0.99
C13 4.44 2.95 -1.77
C14 3.70 3.57 -2.77
C15 2.38 3.19 -2.97
C16 1.76 2.20 -2.19
S2 0.13 1.77 -2.58
H1 3.30 0.72 1.34
H2 1.66 0.16 1.73
H3 1.94 1.86 1.33
H4 3.29 -1.05 0.05
H5 3.07 -0.65 -1.64
H6 1.13 -2.13 0.18
H7 2.07 -2.75 -1.20
H8 1.24 -2.28 -3.43
H9 1.53 -0.53 -3.16
H10 -0.06 -1.08 -3.66
H11 0.72 -4.21 -1.61
H12 -1.01 -5.91 -1.75
H13 -3.40 -5.24 -1.88
H14 -4.00 -2.84 -1.89
H15 4.44 1.51 -0.21
H16 5.48 3.23 -1.60
H17 4.15 4.33 -3.39
H18 1.78 3.66 -3.74
S3 -0.51 2.48 0.77
C17 -1.95 2.48 -0.13
N3 -3.14 1.92 0.35
C18 -4.25 2.15 -0.56
C19 -4.15 3.62 -0.94
S4 -2.36 3.89 -1.14
H19 -3.03 0.97 0.67
H20 -5.19 1.92 -0.06
H21 -4.18 1.54 -1.47
H22 -4.52 4.27 -0.14
H23 -4.66 3.85 -1.87
C20 -0.71 -0.69 1.05
C21 -0.65 -0.75 2.28
C22 -0.52 -0.70 3.69
C23 -0.18 -1.83 4.46
C24 -0.02 -1.73 5.83
C25 -0.19 -0.51 6.47
C26 -0.52 0.62 5.72
C27 -0.69 0.53 4.35
H24 -0.05 -2.78 3.96
H25 0.23 -2.61 6.40
H26 -0.05 -0.43 7.54
H27 -0.66 1.57 6.21
H28 -0.94 1.39 3.75

Relative energy (zero: lowest compared OMol25 entry of this formula, charge and spin)   57.5 kJ/mol
M   570.68 u
Spin multiplicity   3
Calculated total energy   -3652.22312 a.u.
LUMO energy (alpha / beta)   2.63 / 2.63 eV
Frontier orbital gap (alpha / beta)   0.2067 / 0.2526 Eh
Net charge   -1

---

Entry from the OMol25 dataset: one molecule with the formula C27H28N4O4S (the ωB97M-V functional and the def2-TZVPD basis).

Geometry (Å):
C1 5.24 0.92 5.01
C2 4.19 2.02 4.92
O1 2.92 1.53 4.53
C3 2.78 0.87 3.34
C4 1.84 -0.15 3.34
C5 1.54 -0.87 2.21
C6 2.20 -0.58 1.02
N1 1.85 -1.31 -0.12
C7 2.20 -1.08 -1.41
O2 3.04 -0.29 -1.80
C8 1.37 -1.92 -2.38
N2 0.01 -1.41 -2.45
C9 -0.21 -0.33 -3.39
C10 -0.89 -1.83 -1.55
O3 -0.60 -2.63 -0.67
C11 -2.28 -1.31 -1.68
C12 -3.32 -1.88 -2.36
N3 -4.43 -1.14 -2.09
C13 -5.73 -1.32 -2.57
C14 -6.69 -0.35 -2.26
C15 -7.99 -0.50 -2.71
C16 -8.34 -1.61 -3.47
C17 -7.39 -2.57 -3.77
C18 -6.09 -2.43 -3.32
N4 -4.15 -0.13 -1.27
C19 -2.86 -0.21 -0.98
C20 -2.22 0.71 -0.09
C21 -2.81 1.58 0.78
C22 -1.88 2.32 1.53
C23 -0.59 2.02 1.22
S1 -0.49 0.82 0.00
C24 3.15 0.43 1.00
C25 3.44 1.18 2.13
O4 4.31 2.23 2.13
C26 5.14 2.47 1.01
C27 6.27 1.46 0.88
H1 4.90 0.13 5.67
H2 5.44 0.50 4.03
H3 6.17 1.33 5.41
H4 4.01 2.45 5.91
H5 4.53 2.82 4.25
H6 1.34 -0.36 4.27
H7 0.79 -1.65 2.23
H8 1.10 -1.98 0.02
H9 1.33 -2.96 -2.04
H10 1.81 -1.87 -3.38
H11 0.53 0.45 -3.23
H12 -1.21 0.09 -3.25
H13 -0.12 -0.70 -4.41
H14 -3.33 -2.73 -3.00
H15 -6.39 0.50 -1.67
H16 -8.72 0.25 -2.47
H17 -9.36 -1.72 -3.82
H18 -7.66 -3.43 -4.35
H19 -5.37 -3.20 -3.56
H20 -3.88 1.66 0.88
H21 -2.15 3.05 2.28
H22 0.32 2.42 1.64
H23 3.63 0.65 0.06
H24 4.54 2.51 0.09
H25 5.55 3.47 1.20
H26 6.87 1.45 1.79
H27 6.91 1.73 0.04
H28 5.88 0.46 0.72

Relative energy (zero: lowest compared OMol25 entry of this formula, charge and spin)   241.5 kJ/mol
M   504.61 u
Calculated total energy   -1963.85690 a.u.
LUMO energy   0.44 eV
Frontier orbital gap   0.2980 Eh
SMILES   CCOc1ccc(NC(=O)CN(C)C(=O)c2cn(-c3ccccc3)nc2-c2cccs2)cc1OCC

---

Entry from the OMol25 dataset: an isolated ion of composition C27H28NO and charge +1 (the ωB97M-V functional and the def2-TZVPD basis).

Geometry (Å):
C1 3.79 -0.75 3.58
C2 2.62 0.13 3.28
O1 2.73 1.25 2.80
N1 1.37 -0.45 3.64
C3 0.16 0.06 3.33
C4 -1.00 -0.31 4.24
C5 -1.50 -1.75 4.32
C6 -1.78 -2.37 2.97
C7 -0.81 -2.57 2.06
C8 -1.00 -3.14 0.75
C9 0.10 -3.23 -0.14
C10 -0.05 -3.80 -1.39
C11 -1.30 -4.30 -1.80
C12 -1.42 -4.93 -3.15
C13 -2.40 -4.20 -0.94
C14 -2.26 -3.63 0.32
C15 -2.67 -1.86 5.33
C16 -2.42 -1.64 6.70
C17 -3.44 -1.74 7.65
C18 -4.73 -2.14 7.26
C19 -5.81 -2.33 8.29
C20 -4.99 -2.34 5.91
C21 -3.98 -2.19 4.95
C22 0.03 0.95 2.22
C23 -0.75 2.13 2.35
C24 -0.72 3.09 1.33
C25 -0.03 2.83 0.14
C26 0.64 1.62 -0.04
C27 0.68 0.68 0.99
H1 3.58 -1.80 3.35
H2 4.63 -0.40 2.98
H3 4.07 -0.63 4.64
H4 1.44 -1.20 4.32
H5 -1.85 0.31 3.91
H6 -0.70 0.02 5.26
H7 -0.68 -2.35 4.76
H8 -2.76 -2.81 2.81
H9 0.22 -2.30 2.31
H10 1.07 -2.85 0.19
H11 0.80 -3.87 -2.07
H12 -2.44 -5.27 -3.32
H13 -1.15 -4.21 -3.94
H14 -0.74 -5.78 -3.25
H15 -3.36 -4.58 -1.27
H16 -3.13 -3.55 0.99
H17 -1.40 -1.40 7.01
H18 -3.22 -1.54 8.70
H19 -6.70 -2.74 7.81
H20 -5.50 -3.03 9.08
H21 -6.09 -1.39 8.77
H22 -5.99 -2.65 5.60
H23 -4.23 -2.35 3.91
H24 -1.27 2.30 3.29
H25 -1.23 4.04 1.49
H26 0.00 3.59 -0.65
H27 1.18 1.40 -0.97
H28 1.22 -0.26 0.85

Relative energy (zero: lowest compared OMol25 entry of this formula, charge and spin)   0.0 kJ/mol
M   382.53 u
Calculated total energy   -1175.40346 a.u.
LUMO energy   -4.99 eV
Frontier orbital gap   0.2083 Eh
Net charge   +1
SMILES   CC(=O)/[NH+]=C(/C[C@H](/C=C/c1ccc(C)cc1)c1ccc(C)cc1)c1ccccc1